28
Properties=species:S:1:pos:R:3:forces:R:3:mulliken_charge:R:1 method="wB97M-V/def2-TZVPD" gap_ha=0.219 total_charge=-1 energy_ha=-925.44230 max_force_ha_per_bohr=0.05401 relative_energy_kj_mol=192.26
I 2.7587 -3.7755 -0.2806 -0.084 0.117 0.169 -0.9895
O -2.6038 -2.7776 -3.0428 -0.222 -0.119 -0.801 -0.6091
C -3.3649 -2.5428 -2.1316 0.037 0.964 -0.228 0.6492
N -2.9767 -2.7827 -0.8778 0.447 -0.431 1.494 -0.3850
C -4.7165 -1.8930 -2.3190 -0.237 -0.354 -0.132 -0.9335
H -2.0314 -3.1305 -0.8041 -0.035 -0.093 0.249 0.2591
H -3.5172 -2.6448 -0.0358 0.061 0.060 -0.435 0.1757
H -5.0079 -1.1702 -1.5568 0.396 0.112 0.040 0.3185
H -5.4603 -2.6856 -2.2380 -0.182 -0.042 -0.359 0.2633
H -4.7182 -1.4375 -3.3093 -0.225 -0.111 0.136 0.2589
O 1.1655 1.3007 -3.7991 -0.081 1.492 1.385 -0.6138
C 0.8617 2.1452 -2.9427 0.048 -0.181 -2.771 0.6306
N 0.5699 1.7971 -1.6814 0.061 -0.024 0.694 -0.3690
C 0.6766 3.6500 -3.3239 0.235 -0.918 0.551 -0.9494
H 0.0902 2.4087 -1.0365 0.387 -0.186 -0.148 0.1879
H 0.8092 0.8485 -1.4301 -0.324 0.003 0.136 0.2615
H -0.3934 3.8091 -3.4575 0.001 0.171 -0.039 0.2570
H 1.2084 3.9081 -4.2397 -0.134 -0.388 0.027 0.2725
H 1.0540 4.3020 -2.5362 -0.159 0.007 0.118 0.3213
O 2.4796 1.6853 5.1406 0.872 1.690 1.773 -0.6381
C 2.6418 0.5857 4.6819 -0.441 -0.178 0.162 0.5904
N 1.7341 0.2182 3.7759 -0.106 -2.033 -1.406 -0.3880
C 3.7367 -0.3978 5.1070 -0.233 1.027 -0.430 -0.8310
H 1.0032 0.8703 3.5294 0.394 -0.092 -0.014 0.2182
H 1.9841 -0.5356 3.1520 -0.539 -0.036 -0.132 0.2223
H 4.0160 -1.0393 4.2712 0.070 -0.133 0.214 0.3444
H 3.4423 -0.9722 5.9853 -0.189 -0.042 -0.202 0.2299
H 4.5581 0.2562 5.3997 0.183 -0.281 -0.052 0.2456